The following is a quantum chemistry calculation of 5 unconnected molecules or ions with the total composition C49H113BrN6O4P in a non-equilibrium geometry, from OMol25.

The value obtained for the strongest force on any atom is 6.33 eV/A. As for the HOMO-LUMO gap: 6.2 eV. The charge is +1. The HOMO energy is -9.311 eV. Its multiplicity is 1. As for the total energy: -5478.83434 Eh.

Last column: Mulliken charge in e.
Positions of all 174 atoms, in Å:
C -1.70 1.36 2.16  -0.356
C -2.99 0.87 1.26  -0.166
C -3.94 2.12 0.80  -0.712
C -3.12 3.29 -0.07  0.180
C -3.54 3.13 -1.66  -0.424
C -2.89 4.26 -2.65  -0.479
C -1.46 3.84 -3.34  -0.908
C -1.39 2.31 -3.92  0.645
C -2.65 1.86 -4.86  -0.332
C -2.47 0.42 -5.63  -0.131
C -1.17 -0.45 -5.17  0.043
C -1.44 -1.28 -3.74  0.197
C -0.76 -2.78 -3.75  -0.719
C -0.51 -3.32 -2.20  -0.641
C 1.12 -3.17 -1.84  -0.333
O 1.47 -1.81 -2.25  0.352
C 2.88 -1.47 -2.05  -0.417
C 3.22 -0.26 -3.15  0.477
C 4.69 -0.58 -3.83  -1.206
C 3.09 1.25 -2.51  0.283
C 2.76 2.27 -3.78  -1.015
C 1.87 1.44 -1.43  -0.603
C 1.83 -4.37 -2.74  -1.042
N 3.12 -4.90 -2.16  -0.205
C 2.89 -5.39 -0.75  -0.735
C 2.49 -4.03 0.14  -0.122
P 2.34 -4.69 1.97  0.162
O 2.87 -6.37 2.05  -0.496
Br 3.78 -3.49 3.31  -0.016
N 1.19 -3.42 -0.33  0.092
C 0.72 -2.22 0.50  -0.351
O 1.82 -1.51 1.19  -0.155
O 1.45 -1.21 2.42  -0.110
H -2.00 2.15 2.99  0.131
H -0.87 1.85 1.47  0.069
H -1.17 0.46 2.71  0.055
H -2.69 0.25 0.30  -0.062
H -3.62 0.14 1.96  0.335
H -4.37 2.60 1.80  0.293
H -4.88 1.70 0.21  0.355
H -3.60 4.32 0.29  -0.158
H -1.96 3.27 0.12  0.080
H -4.72 3.30 -1.69  0.256
H -3.37 2.02 -1.98  0.135
H -3.71 4.63 -3.44  0.325
H -2.67 5.21 -1.98  0.182
H -0.52 4.03 -2.66  0.201
H -1.32 4.56 -4.28  0.376
H -0.34 2.20 -4.48  0.133
H -1.36 1.58 -2.99  -0.489
H -3.63 1.82 -4.19  0.028
H -2.87 2.67 -5.70  0.325
H -2.50 0.62 -6.80  -0.284
H -3.43 -0.25 -5.38  0.309
H -0.15 0.14 -5.17  -0.297
H -1.04 -1.31 -5.99  0.347
H -1.03 -0.63 -2.86  -0.415
H -2.61 -1.45 -3.69  0.306
H -1.44 -3.60 -4.28  0.323
H 0.24 -2.75 -4.37  0.248
H -1.19 -2.67 -1.50  0.244
H -0.83 -4.46 -2.16  0.467
H 3.65 -2.32 -2.27  0.370
H 3.15 -1.02 -1.00  0.042
H 2.43 -0.41 -4.02  -0.326
H 5.42 -0.87 -2.96  0.296
H 5.05 0.42 -4.34  0.363
H 4.54 -1.44 -4.63  0.290
H 4.13 1.55 -2.05  0.321
H 2.02 3.12 -3.44  0.284
H 3.79 2.71 -4.18  0.341
H 2.23 1.68 -4.65  0.195
H 2.13 0.91 -0.39  0.076
H 1.69 2.58 -1.15  0.449
H 0.87 0.97 -1.82  -0.171
H 1.09 -5.30 -2.83  0.397
H 2.04 -4.02 -3.84  0.284
H 3.50 -5.67 -2.78  0.343
H 2.01 -6.17 -0.65  0.310
H 3.91 -5.84 -0.32  0.394
H 3.42 -3.31 0.01  0.352
H 3.77 -6.34 2.53  0.375
H 0.44 -4.17 -0.15  0.800
H 0.03 -2.67 1.36  0.199
H 0.03 -1.48 -0.10  0.224
H 2.16 -0.58 2.75  0.227
C 8.02 0.03 8.95  -1.412
C 6.87 -0.22 7.98  -0.315
N 7.26 -1.01 6.81  0.162
C 6.26 -0.97 5.73  -1.057
C 4.89 -1.58 6.02  -0.383
C 7.85 -2.32 7.07  -0.666
C 7.05 -3.31 7.91  -0.880
H 8.89 0.47 8.44  0.329
H 7.71 0.73 9.73  0.428
H 8.35 -0.89 9.45  0.292
H 6.52 0.77 7.65  0.425
H 6.04 -0.68 8.52  0.264
H 6.68 -1.45 4.83  0.262
H 6.11 0.08 5.44  0.435
H 4.93 -2.67 6.05  0.140
H 4.20 -1.31 5.21  0.172
H 4.46 -1.21 6.95  0.311
H 8.82 -2.16 7.56  0.362
H 8.12 -2.80 6.12  0.295
H 6.65 -2.86 8.82  0.237
H 7.70 -4.14 8.21  0.377
H 6.22 -3.74 7.34  0.205
C 0.32 -3.31 4.61  -0.703
C -0.94 -3.38 5.48  -0.786
N -0.66 -3.36 6.92  0.129
C -1.81 -3.75 7.74  -0.663
C -3.04 -2.85 7.69  -0.958
C 0.11 -2.22 7.42  -0.584
C -0.44 -0.82 7.15  -0.899
H 1.03 -4.09 4.89  0.327
H 0.06 -3.46 3.56  0.200
H 0.81 -2.34 4.69  0.191
H -1.44 -4.32 5.22  0.441
H -1.62 -2.57 5.19  0.297
H -1.49 -3.86 8.78  0.355
H -2.12 -4.76 7.43  0.402
H -2.88 -1.92 8.23  0.215
H -3.88 -3.36 8.19  0.404
H -3.36 -2.63 6.67  0.261
H 1.12 -2.28 6.99  0.226
H 0.27 -2.33 8.50  0.339
H -0.73 -0.68 6.10  0.153
H 0.34 -0.08 7.37  0.388
H -1.29 -0.59 7.79  0.281
C -2.16 8.80 4.88  -1.407
C -3.31 8.55 3.91  -0.387
N -2.93 7.76 2.74  0.125
C -3.92 7.80 1.66  -0.598
C -5.29 7.19 1.95  -0.938
C -2.33 6.45 3.00  -0.752
C -3.13 5.46 3.84  -0.665
H -1.30 9.24 4.37  0.331
H -2.48 9.50 5.66  0.431
H -1.84 7.88 5.38  0.282
H -3.66 9.53 3.58  0.469
H -4.14 8.09 4.45  0.286
H -3.50 7.32 0.76  0.264
H -4.07 8.84 1.37  0.396
H -5.25 6.10 1.98  0.111
H -5.98 7.46 1.14  0.409
H -5.72 7.56 2.88  0.328
H -1.37 6.61 3.49  0.371
H -2.07 5.97 2.05  0.286
H -3.53 5.91 4.75  0.329
H -2.49 4.63 4.14  0.263
H -3.96 5.03 3.27  0.058
C -3.19 -1.96 -12.77  -1.394
C -2.97 -2.54 -11.37  -0.357
N -2.37 -1.58 -10.44  0.111
C -1.86 -2.21 -9.21  -0.748
C -2.87 -2.88 -8.29  -0.798
C -3.08 -0.32 -10.24  -0.692
C -4.54 -0.39 -9.78  -0.940
H -2.27 -1.54 -13.17  0.330
H -3.52 -2.76 -13.45  0.431
H -3.97 -1.19 -12.77  0.286
H -2.30 -3.40 -11.49  0.433
H -3.92 -2.93 -10.99  0.290
H -1.29 -1.47 -8.64  0.375
H -1.12 -2.96 -9.50  0.375
H -3.48 -2.15 -7.75  0.053
H -2.34 -3.47 -7.53  0.316
H -3.53 -3.56 -8.83  0.374
H -3.05 0.24 -11.19  0.363
H -2.52 0.31 -9.54  0.318
H -5.13 -1.10 -10.37  0.290
H -5.00 0.60 -9.90  0.390
H -4.62 -0.65 -8.73  0.194